# 1
The following is a DFT calculation (the ωB97M-V functional and the def2-TZVPD basis) of a cluster of 8 separate species, C41H99F6N5O15 in total at a distorted geometry.

Results
Kohn-Sham gap, Eh: 0.2565
HOMO energy, eV: -10.6
Total charge: +2

Each line ends with the Löwdin charge.
Cartesian coordinates (Å):
C  3.6273  -2.3390  1.9181  -0.518
O  3.9018  -2.7832  0.5839  -0.084
O  3.1370  -3.3635  2.6036  -0.182
C  4.8217  -1.5986  2.5774  -0.547
F  5.9882  -2.2447  2.4821  0.158
F  4.9955  -0.3816  2.0105  0.114
F  4.6118  -1.3995  3.8929  0.104
C  3.8362  -1.8058  -0.4365  -0.279
C  4.6062  -2.3648  -1.6171  -0.065
H  5.6449  -2.5275  -1.3305  0.086
H  4.1781  -3.3301  -1.8934  0.050
H  4.6153  -1.6922  -2.4775  0.074
H  4.2736  -0.8548  -0.1147  0.112
H  2.8036  -1.5319  -0.7093  0.096
H  2.8273  -1.5564  1.8458  0.114
C  -1.9716  4.0264  1.0301  -0.527
O  -1.1112  4.3444  2.1051  -0.065
O  -3.1823  3.6384  1.3983  -0.167
C  -1.9420  5.1797  0.0286  -0.538
F  -2.5536  4.8321  -1.1350  0.085
F  -2.4672  6.3258  0.4566  0.165
F  -0.6564  5.4537  -0.3469  0.101
C  -0.7461  3.2696  2.9249  -0.263
C  0.2936  3.8029  3.9062  -0.066
H  0.5094  3.0880  4.7054  0.055
H  1.2427  3.9795  3.3916  0.075
H  0.0599  4.7519  4.3882  0.081
H  -0.2405  2.4497  2.4031  0.094
H  -1.6330  2.9713  3.4919  0.107
H  -1.5199  3.2084  0.4043  0.133
C  0.6164  0.4224  0.6977  -0.068
C  -0.2706  0.2856  -0.5421  -0.607
C  0.4287  0.7762  -1.7956  -0.068
O  -0.7835  -1.0079  -0.7022  -0.304
H  1.5716  -0.0660  0.4844  0.059
H  0.1114  0.0013  1.5662  0.055
H  0.8260  1.4898  0.8088  0.074
H  -1.1530  0.9323  -0.3509  0.092
H  -0.1723  0.7466  -2.7117  0.051
H  1.3000  0.1580  -2.0407  0.064
H  0.7829  1.8067  -1.6757  0.074
C  3.0587  5.7652  -8.1864  -0.062
O  2.1743  6.6689  -7.5197  -0.212
C  2.2003  6.5665  -6.1083  -0.196
C  1.0829  7.4366  -5.5877  -0.063
N  -0.1823  7.1616  -6.4222  0.076
H  -0.2841  8.0838  -6.8417  0.175
H  -0.0194  6.5447  -7.2225  0.172
C  -1.4325  6.7214  -5.7148  -0.076
C  -1.3209  5.3803  -5.0429  -0.224
O  -0.2640  5.3944  -4.1355  -0.197
C  -0.2165  4.2290  -3.3291  -0.075
H  3.3489  4.9386  -7.5354  0.092
H  3.9931  6.3162  -8.3457  0.097
H  2.6565  5.4805  -9.1517  0.093
H  3.2070  6.8329  -5.7848  0.147
H  1.8862  5.5697  -5.7659  0.130
H  1.2324  8.5064  -5.7229  0.139
H  0.8610  7.2226  -4.5495  0.126
H  -2.1834  6.7638  -6.5044  0.143
H  -1.7003  7.5021  -5.0033  0.148
H  -1.1876  4.5427  -5.7498  0.137
H  -2.2906  5.1080  -4.6035  0.139
H  -1.1534  4.1436  -2.7781  0.066
H  0.6128  4.2746  -2.6307  0.098
H  -0.1068  3.3034  -3.9108  0.091
C  -3.3927  -4.9156  1.8925  -0.084
O  -1.9922  -4.7285  1.8265  -0.205
C  -1.6434  -3.3442  1.7681  -0.189
C  -0.1515  -3.2159  1.9683  -0.100
N  0.6030  -4.3516  1.3959  0.092
H  1.6413  -4.2903  1.4960  0.144
H  0.2471  -5.2245  1.7847  0.177
C  0.3258  -4.5201  -0.0765  -0.083
C  1.1726  -5.6108  -0.6869  -0.219
O  2.5061  -5.4158  -0.3122  -0.177
C  3.3875  -6.1699  -1.1070  -0.088
H  -3.8538  -5.0000  0.9019  0.072
H  -3.8887  -4.0672  2.3715  0.090
H  -3.6030  -5.8404  2.4245  0.101
H  -2.2388  -2.7964  2.4979  0.110
H  -1.9004  -3.0179  0.7531  0.104
H  0.1077  -3.2686  3.0300  0.124
H  0.2763  -2.2655  1.6561  0.112
H  0.5449  -3.5879  -0.5960  0.136
H  -0.7161  -4.8272  -0.1178  0.103
H  1.0972  -5.5006  -1.7807  0.127
H  0.8494  -6.6424  -0.4862  0.137
H  4.4132  -6.1080  -0.7606  0.103
H  3.3333  -5.8723  -2.1628  0.080
H  3.0944  -7.2287  -1.1095  0.094
C  -2.7274  0.6108  4.4960  -0.098
O  -3.5000  0.8592  3.3483  -0.176
C  -3.0016  0.2422  2.1858  -0.207
C  -4.0447  0.1288  1.1202  -0.074
N  -4.9754  1.3211  1.1868  0.067
H  -5.4743  1.2468  2.0713  0.174
H  -4.3797  2.1624  1.2848  0.117
C  -5.8817  1.3974  -0.0060  -0.078
C  -5.1944  2.0979  -1.1430  -0.208
O  -4.2356  1.2182  -1.6840  -0.195
C  -3.2096  1.8567  -2.4212  -0.084
H  -1.6583  0.7236  4.2859  0.071
H  -2.9580  -0.3892  4.8900  0.092
H  -2.9953  1.3202  5.2767  0.102
H  -2.4605  -0.6760  2.4469  0.105
H  -2.1423  0.8266  1.8195  0.114
H  -4.7540  -0.6813  1.3169  0.134
H  -3.6338  0.0477  0.1200  0.117
H  -6.7753  1.9329  0.3078  0.142
H  -6.1134  0.3506  -0.1999  0.132
H  -4.7868  3.0653  -0.8144  0.130
H  -5.9172  2.4386  -1.8979  0.136
H  -2.6186  1.0541  -2.8652  0.071
H  -2.5600  2.3841  -1.7152  0.072
H  -3.5420  2.5284  -3.2179  0.095
C  2.1815  -3.5323  -4.4854  -0.100
O  0.8280  -3.1869  -4.4006  -0.183
C  0.5037  -1.8287  -4.1442  -0.188
C  -1.0024  -1.8198  -4.1890  -0.099
N  -1.5860  -2.4053  -2.9469  0.044
H  -1.1205  -3.2975  -2.7552  0.151
H  -1.3672  -1.7845  -2.1193  0.097
C  -3.0430  -2.6665  -3.0679  -0.097
C  -3.4579  -3.7523  -2.0796  -0.189
O  -2.5968  -4.8298  -2.3722  -0.211
C  -2.7816  -6.0679  -1.6701  -0.054
H  2.6376  -3.3383  -5.4615  0.096
H  2.2451  -4.6093  -4.3114  0.085
H  2.8918  -3.1421  -3.7451  0.069
H  1.0018  -1.1438  -4.8338  0.140
H  0.8078  -1.5650  -3.1237  0.104
H  -1.4147  -2.3634  -5.0335  0.137
H  -1.3664  -0.7902  -4.1433  0.122
H  -3.2842  -2.8757  -4.1063  0.134
H  -3.6015  -1.7772  -2.7637  0.133
H  -4.5274  -3.9365  -2.2097  0.139
H  -3.2197  -3.3816  -1.0743  0.115
H  -1.9187  -6.5746  -2.1024  0.099
H  -3.7146  -6.5323  -1.9894  0.100
H  -2.6819  -6.0351  -0.5847  0.066
C  2.4943  0.9897  3.9760  -0.063
O  1.3177  0.5389  4.6188  -0.189
C  1.0703  -0.8151  4.3596  -0.210
C  1.6420  -1.6504  5.5111  -0.065
N  1.2521  -0.9489  6.8034  0.040
H  1.4632  0.0472  6.6780  0.163
H  0.2355  -1.0256  6.8293  0.177
C  1.8462  -1.5197  8.0539  -0.069
C  3.3510  -1.2905  8.0718  -0.183
O  3.6182  -0.1873  7.2265  -0.220
C  4.9672  0.2398  7.1557  -0.062
H  2.3663  1.0141  2.8912  0.090
H  3.3336  0.3574  4.2646  0.073
H  2.7513  1.9976  4.2975  0.096
H  1.5083  -1.3199  3.4918  0.101
H  -0.0146  -0.9672  4.3621  0.114
H  2.7278  -1.6859  5.5416  0.117
H  1.2605  -2.6661  5.6031  0.141
H  1.6208  -2.5825  8.0760  0.138
H  1.3131  -0.9632  8.8234  0.139
H  3.8659  -2.1606  7.6533  0.138
H  3.7039  -1.0614  9.0788  0.138
H  5.0321  1.2942  7.4268  0.097
H  5.4256  0.0816  6.1797  0.089
H  5.5753  -0.2874  7.8974  0.095

Atomic forces in eV per Å
-2.2 -0.9 0.3
0.5 0.6 -0.1
0.0 0.1 0.4
0.4 -0.9 -0.7
0.0 0.0 -0.1
0.1 0.2 0.2
-0.2 0.2 0.3
0.4 0.4 -0.1
0.0 0.0 0.1
0.0 -0.1 0.1
0.1 0.0 -0.1
-0.2 0.0 0.0
0.2 -0.1 0.0
-0.2 -0.4 0.0
0.4 0.6 -0.4
-0.9 -2.0 -0.2
0.6 0.7 -0.8
-1.0 -0.2 -0.2
1.0 0.7 0.4
-0.5 0.0 0.2
-0.2 -0.1 -0.2
-0.1 0.1 0.0
0.1 0.9 1.2
0.7 0.1 0.2
-0.2 -0.1 -0.1
0.0 0.0 -0.1
-0.5 0.0 -0.2
-0.6 -0.1 -0.3
0.0 -0.5 -0.2
0.7 0.1 0.1
0.3 0.3 -1.2
-1.6 -0.9 0.0
0.6 0.4 -0.3
0.0 -0.7 -0.6
0.0 -0.2 0.4
0.1 0.1 0.1
0.0 -0.1 0.4
0.2 0.4 -0.1
-0.4 0.0 0.3
0.1 0.0 0.4
0.0 0.0 0.0
1.1 0.9 0.5
-0.8 -0.4 -0.1
-0.4 -0.2 -0.5
0.0 0.4 -0.1
0.5 0.3 0.4
-0.8 -0.2 -0.2
0.6 -0.1 0.2
-0.2 0.8 -0.3
-0.2 -1.0 -0.5
0.2 0.1 0.2
-0.5 -0.7 0.2
-0.5 -0.3 -0.2
0.0 -0.1 -0.3
-0.2 -0.2 0.1
-0.2 0.0 0.7
0.7 -0.2 -0.2
0.4 -0.1 0.1
0.0 0.0 0.0
-0.2 -0.4 0.2
0.2 -0.1 0.1
0.3 0.3 -0.3
0.0 0.5 0.4
0.1 0.0 0.2
0.0 0.4 0.0
0.1 0.2 -0.3
-0.4 -0.1 -0.3
0.0 0.1 0.7
-0.1 -0.7 -1.4
0.8 0.0 1.8
-0.3 -0.5 -2.0
0.4 0.6 0.9
0.3 0.1 0.5
0.1 -0.4 0.1
0.5 -0.1 -0.7
0.0 0.2 0.3
-0.2 -0.8 -0.6
0.2 0.0 -0.1
0.1 -0.1 0.3
0.1 0.1 0.1
0.3 0.2 0.1
0.0 0.6 0.2
-0.2 -0.1 0.1
-0.2 -0.1 -0.7
-0.3 0.2 0.3
-0.1 0.4 -0.4
-0.2 0.0 0.0
-0.1 0.1 0.4
-0.1 0.4 0.3
0.1 0.3 0.1
0.1 0.0 0.2
0.0 -0.2 0.2
-0.8 -0.1 -0.1
2.2 0.7 0.4
-1.3 -0.3 0.5
0.9 -0.1 0.0
-0.1 0.1 -0.1
0.7 1.1 -0.1
0.1 0.0 0.9
-0.3 0.7 -0.4
-0.2 0.1 -0.4
0.7 -0.3 0.5
0.0 0.0 0.0
0.2 -0.1 -0.1
-0.1 0.2 -0.2
-0.8 -0.5 -0.2
-0.4 0.4 -0.2
0.4 -0.4 -0.1
0.1 0.0 0.0
0.0 0.0 -0.1
-0.3 0.1 -0.5
0.5 -0.4 0.4
-0.2 -0.6 -0.1
0.0 0.0 -0.1
0.0 0.2 -0.2
-0.4 0.0 0.1
1.2 -0.9 0.0
-0.1 0.2 0.2
0.2 -1.0 0.6
-0.4 1.2 0.6
0.1 -0.8 -0.5
-0.1 -0.1 -0.1
0.5 0.8 1.1
-0.5 0.5 0.8
1.1 0.4 -0.5
-0.6 0.0 0.5
0.8 0.3 -1.3
-0.3 0.2 -0.1
-0.2 0.0 -0.3
-0.7 0.6 0.2
-0.3 0.0 -0.2
0.1 0.1 -0.1
0.2 0.1 -0.2
0.0 0.0 -0.5
0.0 -0.4 0.0
0.3 0.3 -0.2
0.0 -0.3 0.1
-0.4 0.0 0.1
-0.3 -0.8 0.4
0.0 -0.1 0.2
-0.1 0.4 0.0
1.0 0.4 -0.2
-0.4 0.0 -0.4
-0.1 -1.4 1.1
0.3 0.4 1.0
-0.4 -0.8 -0.8
0.3 0.0 0.0
0.0 0.1 0.4
-0.4 0.8 -0.3
0.6 0.3 -0.7
-0.6 0.3 -0.2
0.7 0.1 0.8
0.0 -0.2 0.0
0.0 0.0 -0.3
-0.4 0.0 0.2
0.0 0.8 -0.5
-0.1 0.1 -0.2
0.0 0.0 -0.4
-0.1 0.0 -0.4
-0.2 0.0 0.2
0.3 -0.3 0.4
0.1 -0.1 0.3
-0.1 -0.3 0.1
-0.2 0.0 -0.2
-0.3 -0.1 -0.1
0.0 -0.1 -0.1


# 2
The following is a DFT calculation (the ωB97M-V functional and the def2-TZVPD basis) of a structure of composition C36H30IN4O2RuSSe at a distorted geometry.

Results
Kohn-Sham gap (alpha / beta), Eh: 0.2374 / 0.2083
Multiplicity: 2
HOMO energy (alpha / beta), eV: -7.4 / -7.4
Total charge: 0

Each line ends with the Mulliken spin population.
Cartesian coordinates (Å):
Ru  1.1647  0.7665  -0.2533  -0.022
O  -3.2008  5.8533  1.2870  0.000
C  -3.3850  4.6553  1.5322  -0.001
O  -4.3421  3.9793  1.9351  0.000
C  -2.1092  3.7601  1.2405  -0.004
C  -1.2829  4.1121  0.1824  0.000
C  -0.2711  3.2387  -0.1912  -0.011
N  -0.1110  2.0792  0.4687  -0.001
C  -0.8777  1.7333  1.5178  -0.004
C  -1.8839  2.5909  1.9461  -0.001
C  -0.5865  0.3946  2.0234  -0.007
C  -1.2492  -0.1642  3.1128  -0.003
C  -0.9000  -1.4165  3.5681  0.002
C  0.1094  -2.1036  2.9043  -0.002
C  0.7141  -1.5078  1.8181  0.003
N  0.3905  -0.2940  1.3651  0.014
C  0.6654  3.4069  -1.3048  0.016
C  0.8137  4.5999  -2.0041  -0.001
C  1.7345  4.6856  -3.0283  -0.001
C  2.4883  3.5625  -3.3470  0.000
C  2.2903  2.4053  -2.6215  -0.004
N  1.4173  2.3136  -1.6157  0.006
H  -1.4671  5.0347  -0.3492  0.001
H  -2.5335  2.3336  2.7709  0.000
H  -2.0289  0.4086  3.5943  0.000
H  -1.3944  -1.8558  4.4234  0.000
H  0.4241  -3.0850  3.2285  0.000
H  1.4895  -2.0253  1.2727  0.005
H  0.2276  5.4601  -1.7133  0.000
H  1.8725  5.6152  -3.5633  0.000
H  3.2234  3.5899  -4.1382  0.000
H  2.8299  1.4984  -2.8633  0.001
S  1.6100  -0.9530  -2.0253  0.287
C  2.1455  -2.5581  -1.5327  -0.008
C  2.9835  -2.7610  -0.4340  0.038
C  3.3830  -4.0437  -0.0883  -0.022
C  2.9701  -5.1341  -0.8392  0.043
C  2.1641  -4.9330  -1.9522  -0.024
C  1.7533  -3.6580  -2.3002  0.042
H  3.3175  -1.9048  0.1359  0.000
H  4.0239  -4.1878  0.7733  0.000
H  3.2774  -6.1356  -0.5683  0.003
H  1.8574  -5.7804  -2.5527  -0.001
H  1.1230  -3.4869  -3.1625  0.001
I  4.9727  3.5084  3.1417  0.000
C  4.7266  2.2234  1.4958  0.001
C  5.7386  2.0714  0.5627  -0.001
C  5.4948  1.2151  -0.5025  0.002
C  4.2824  0.5629  -0.5900  -0.003
N  3.3124  0.6958  0.3245  0.002
C  3.5487  1.5127  1.3640  -0.007
H  6.6812  2.5899  0.6642  0.000
H  6.2452  1.0486  -1.2627  0.000
H  4.0685  -0.1130  -1.4083  0.005
H  2.7784  1.5718  2.1209  0.000
C  -5.9704  -3.2474  0.7835  0.000
C  -4.7505  -2.4915  0.3336  0.002
C  -3.5860  -3.1545  -0.0363  0.003
C  -2.4950  -2.4731  -0.5547  -0.063
C  -1.2445  -3.2088  -0.9354  0.056
C  -2.5804  -1.0816  -0.7155  0.062
Se  -1.1938  -0.1567  -1.6729  0.657
C  -3.7128  -0.3794  -0.2792  -0.036
C  -3.8540  1.1083  -0.4375  -0.010
C  -4.7757  -1.1071  0.2438  0.001
H  -5.7932  -4.3220  0.7824  0.000
H  -6.8051  -3.0406  0.1118  0.000
H  -6.2781  -2.9460  1.7862  0.000
H  -3.5357  -4.2337  0.0611  0.000
H  -1.3517  -4.2841  -0.7967  0.001
H  -0.4020  -2.8596  -0.3349  -0.010
H  -0.9992  -3.0115  -1.9811  -0.009
H  -2.8915  1.5738  -0.6335  -0.004
H  -4.2998  1.5736  0.4418  0.003
H  -4.5031  1.3391  -1.2852  0.007
H  -5.6676  -0.5731  0.5565  0.002

Atomic forces in eV per Å
-1.7 -3.0 -2.6
-0.3 0.0 0.0
0.9 -0.4 0.0
-0.1 0.2 0.1
-0.7 0.7 0.0
0.3 -0.4 -0.1
-0.4 0.0 0.4
0.8 0.7 1.0
-0.3 0.7 -0.3
0.3 -0.5 -0.2
0.3 -0.7 0.3
-0.1 0.4 -0.1
0.2 -0.2 -0.1
-0.2 0.1 0.2
0.1 -0.1 -0.1
-0.1 0.2 0.7
0.4 0.0 -0.4
-0.2 -0.1 0.2
0.2 -0.2 -0.1
-0.1 0.3 0.0
0.0 -0.1 -0.2
0.2 0.5 0.2
-0.1 0.1 0.1
-0.2 0.0 -0.1
0.0 0.0 0.0
0.0 0.0 0.0
0.0 0.0 -0.1
0.0 0.0 0.0
0.0 0.0 0.0
0.0 0.0 0.0
0.0 -0.1 0.0
0.0 0.0 0.1
0.1 0.3 0.5
0.0 0.1 -0.1
-0.1 -0.1 -0.1
0.1 0.0 0.1
0.0 0.0 0.0
0.0 0.0 -0.1
0.1 0.0 0.1
0.0 0.0 0.1
0.0 0.0 0.0
0.0 0.0 0.0
0.0 0.0 0.0
0.0 -0.1 0.0
-0.1 -0.2 -0.3
0.3 0.3 0.5
-0.3 -0.1 -0.1
0.3 0.0 0.1
-0.1 -0.3 0.0
-0.4 1.5 0.2
0.0 -0.3 0.0
0.0 0.1 0.0
0.0 0.0 0.0
-0.1 0.1 -0.1
-0.1 0.1 -0.1
0.0 0.0 0.0
0.0 0.0 0.0
-0.1 0.0 0.0
0.1 0.2 0.0
-0.1 0.0 -0.1
0.1 -0.1 0.4
1.0 0.5 0.1
0.1 0.0 -0.1
-0.1 0.0 0.0
-0.1 -0.1 0.0
0.0 0.0 0.0
0.0 0.0 0.0
0.0 0.0 0.0
0.0 0.0 0.0
0.0 0.0 0.0
0.1 0.0 -0.1
0.1 0.0 0.0
0.0 0.1 0.0
0.0 0.0 0.0
0.0 0.0 0.0
0.0 0.0 0.0